Molecular formula: C5H8O2
Method: DFT, ωB97M-V/def2-TZVPD

CARTESIAN COORDINATES (ANGSTROEM)
C: 0.94 0.57 0.89
C: -0.34 0.28 1.16
H: -1.87 1.32 -1.90
H: 1.62 -2.47 -0.13
O: -1.55 -0.58 -0.97
H: 1.81 0.74 1.50
H: -2.82 1.02 -0.36
C: -0.73 0.34 -0.29
H: 0.98 1.56 -1.12
O: 1.83 -2.22 0.77
C: 0.75 0.61 -0.62
C: -1.94 0.79 -0.95
H: 1.24 -0.21 -1.16
H: 1.00 -1.86 1.10
H: -0.91 0.12 2.07

Computed properties:
Molecular weight, g mol⁻¹: 100.1
LUMO energy, eV: 0.8896
Energy above the lowest of the compared OMol25 structures with the same formula, charge and spin, kcal per mole: 70.60
Charge: 0
Strongest force on any atom, eV Å⁻¹: 0.32
E, eV: -9406.77076

Molecular formula: C5H8O2
Method: DFT, ωB97M-V/def2-TZVPD

CARTESIAN COORDINATES (ANGSTROEM)
C: 0.46 1.56 1.13
H: 0.36 1.95 0.11
O: 0.88 -1.84 -1.30
C: 0.10 -0.83 -1.72
H: 1.48 1.75 1.47
O: 0.35 -0.19 -2.72
C: 0.16 0.07 1.18
H: -2.04 -0.86 -1.40
H: -0.23 2.11 1.77
H: 1.61 -1.85 -1.95
H: 0.02 -0.25 2.22
H: 1.04 -0.49 0.82
C: -1.07 -0.28 0.39
H: -2.02 -0.16 0.91
C: -1.10 -0.69 -0.89

Computed properties:
Molecular weight, g mol⁻¹: 100.1
LUMO energy, eV: 0.8129
Energy above the lowest of the compared OMol25 structures with the same formula, charge and spin, kcal per mole: 8.94
Charge: 0
Strongest force on any atom, eV Å⁻¹: 1.49
SMILES: CC/C=C\C(=O)O
E, eV: -9409.44467